Record 1
ORCA calculation (ωB97M-V/def2-TZVPD) on C8B2F18O16P3Zr as an isolated structure.

Values from the calculation:
Charge ... -1

Element x y z (Å)
Zr 0.771451 0.984345 -2.118580
P -1.059782 3.537618 -2.703586
P 3.635647 1.107758 -1.448412
P 0.117990 -0.695922 -4.355961
F -2.363422 4.158831 -1.986682
F 2.913299 0.955647 -2.882317
F 4.054274 1.329390 0.043204
F 0.178096 2.693984 -3.295561
F 1.186201 -1.247842 -5.366720
F -0.766793 0.054957 -3.232302
F 4.742336 2.151804 -2.215066
F 2.426891 0.099928 -1.098434
F 0.728767 0.773527 -4.356930
F 1.198740 -0.909518 -3.122894
F 2.400801 2.279759 -1.330332
F -1.910368 2.866732 -3.893995
F -0.938685 -0.226967 -5.503617
F -0.480232 4.821365 -3.563612
F 4.521326 -0.289690 -1.657060
F -0.675115 -2.108468 -3.957439
F -1.143125 2.060121 -1.849219
F -0.073963 3.826856 -1.424115
O 0.570523 1.507050 0.081841
O 1.696461 -0.890055 6.261802
O -0.011043 2.215326 3.490144
O 0.010125 -0.720953 -0.953097
O -1.150117 -1.474175 5.766702
O -4.307683 -5.014428 2.242222
O -2.899501 -3.920334 0.886702
O 0.504089 0.414081 2.123740
O -2.141254 -2.410846 2.451980
O -3.433868 -2.908849 4.188827
O -0.483770 -3.545205 0.869277
O 1.394852 0.343270 4.355116
O -0.436098 3.743650 1.899484
O -0.974174 0.076900 4.211269
O 1.487659 -3.026732 -0.048348
O -1.710715 -1.726164 0.096137
C 0.300311 1.392077 1.312819
C -0.442898 -0.678821 5.107870
C -0.508768 -1.663189 -0.361943
C -3.485862 -4.180318 1.989420
C 0.301241 -2.806061 0.158161
C 1.041010 -0.359786 5.327027
C -0.076580 2.602617 2.232180
C -3.116684 -3.055994 3.007710
B 0.202464 0.778152 3.539785
B -1.794055 -2.915432 1.082799

Atomic forces in eV per Å
-1.3 0.0 3.7
-1.0 2.6 1.1
5.0 -0.2 -0.9
-2.7 -3.6 -3.4
1.9 -0.6 -1.2
0.0 0.0 -3.6
-0.1 0.2 -1.2
3.7 -0.6 -1.9
-0.8 -0.2 0.4
-3.2 -0.3 1.8
-2.3 -2.1 2.4
-1.3 -1.8 2.5
2.8 2.3 -1.8
0.7 -0.9 0.6
0.6 1.1 0.4
0.1 1.1 0.9
1.2 -1.2 1.3
-1.8 -1.7 1.5
-0.7 3.0 0.1
1.8 2.4 -1.1
-1.8 -1.8 0.9
-0.5 1.5 -0.9
-0.9 -0.6 1.9
-1.6 2.4 -3.2
0.2 -0.6 -0.7
-0.4 0.8 -1.0
2.8 2.2 -1.7
0.3 -0.5 -0.6
2.3 0.7 -2.9
-0.3 -0.8 -2.1
2.6 1.6 -2.3
-0.1 -0.5 -3.3
-0.9 -0.3 1.1
1.1 3.0 -3.1
1.4 -3.5 0.2
1.8 2.2 -3.2
-2.1 0.9 0.0
0.3 0.0 -0.4
1.2 1.2 -0.3
-3.4 -3.8 4.6
-0.7 0.8 1.1
-2.7 0.7 3.0
3.3 -1.7 -0.4
0.1 -5.0 5.1
-1.9 4.1 -0.5
-0.2 -1.3 3.8
-0.5 -0.6 2.1
-1.8 -0.6 1.4



Record 2
ORCA calculation (ωB97M-V/def2-TZVPD) on C8F24KN4O16S8 as an isolated structure.

Values from the calculation:
Charge ... -3

Element x y z (Å)
K -5.340972 -10.092150 -3.175126
S -1.042677 -10.341522 -3.820378
S -8.110182 -13.685284 -6.392519
S -2.172525 -8.803239 -5.525980
S -7.594035 -11.123209 -6.298368
S -3.834887 -12.254509 0.170962
S -4.883229 -7.809801 -0.122324
S -4.587700 -13.907752 -1.669824
S -4.386428 -6.245125 -2.074620
F -3.147846 -16.076919 -2.216916
F -6.639367 -5.069243 -2.822866
F -2.527650 -7.334404 -7.665993
F 0.345075 -12.072469 -2.520442
F -1.004524 -8.860285 -7.912070
F -9.135157 -15.367142 -4.575678
F -8.349614 -9.005620 -7.629426
F 1.225532 -11.600787 -4.448124
F -1.356849 -12.822261 0.989424
F -10.623708 -14.348893 -5.792480
F -3.114930 -9.406744 -7.944822
F -5.093667 -3.706636 -2.158251
F -9.753269 -10.647083 -7.775304
F -2.882271 -14.439504 -3.619556
F -5.192673 -8.936090 2.152704
F -6.824918 -7.587090 1.687315
F -4.734050 -15.597242 -3.630923
F -9.637853 -9.499427 -5.952564
F -2.420294 -11.348095 2.178708
F -9.388120 -15.910061 -6.635247
F -0.538690 -12.876277 -4.314716
F -1.642399 -10.820492 0.220554
F -4.894651 -6.812474 2.329147
F -4.919908 -4.689139 -4.080581
O -1.640206 -7.568567 -5.056379
O -4.688990 -7.365006 -2.903868
O -3.062569 -5.770293 -1.981611
O -5.499019 -14.735445 -0.916333
O -5.707024 -8.764930 -0.789562
O -5.211570 -12.953919 -2.553021
O -4.284898 -11.093779 -0.517695
O -8.326667 -13.790459 -7.818408
O -0.314087 -9.343020 -3.109221
O -6.862847 -14.170040 -5.906487
O -4.657415 -12.690634 1.258155
O -3.482691 -9.176395 -5.127776
O -2.250163 -10.795374 -3.211365
O -7.039421 -10.348131 -5.228253
O -6.734481 -11.406250 -7.397771
O -3.492240 -8.115651 0.018405
N -5.142328 -6.315716 -0.636416
N -8.577471 -12.291210 -5.772835
N -3.333068 -13.393456 -0.848065
N -1.199200 -10.101097 -5.398518
C -2.208984 -11.781381 0.931755
C -9.385177 -14.876306 -5.782462
C -3.785535 -15.060177 -2.860132
C -2.212341 -8.604192 -7.374612
C -8.913144 -10.019347 -6.963052
C 0.063833 -11.797102 -3.798616
C -5.494792 -7.766521 1.602401
C -5.334697 -4.855421 -2.804020

Atomic forces in eV per Å
0.6 -0.2 0.2
-0.2 -0.1 -0.2
-0.1 -0.2 -1.4
0.8 -1.2 -0.3
-1.0 0.4 0.7
0.3 0.0 -0.3
0.4 0.2 -0.4
-0.7 -0.5 -0.5
-1.4 0.3 1.2
-0.3 0.3 -0.3
-0.4 0.0 0.0
-0.1 -0.2 -0.1
0.1 0.1 -0.1
-0.3 0.1 -0.1
0.0 0.2 0.2
-0.1 0.1 -0.1
-0.2 0.0 0.0
-0.1 0.1 0.2
0.1 -0.1 0.1
0.3 0.2 0.0
-0.1 0.1 0.1
-0.1 -0.1 -0.3
-0.3 -0.2 0.0
-0.1 -0.2 0.1
0.2 0.1 0.0
0.3 0.1 0.1
0.1 0.0 -0.2
0.1 0.1 0.0
0.0 -0.1 0.0
0.3 0.2 -0.1
0.1 0.0 0.2
-0.1 0.1 0.0
-0.2 0.0 0.3
0.3 0.5 -0.2
0.0 -0.2 -0.7
1.3 0.7 -0.2
0.3 -0.1 -0.1
-0.9 -0.4 0.3
0.2 0.2 0.0
0.0 0.7 -0.2
-0.2 0.1 0.2
0.7 0.4 0.1
0.3 -0.3 0.5
0.1 -0.5 0.5
-1.5 0.3 -0.2
-0.4 -0.6 0.4
-0.2 0.0 0.3
0.0 -0.4 -0.4
0.1 0.0 0.3
0.6 -0.5 -0.6
1.2 -0.1 -0.4
-0.8 0.1 0.4
0.0 1.3 0.5
0.1 -0.2 -0.6
-0.3 0.2 0.0
0.6 -0.2 0.3
0.2 -0.3 0.1
0.1 0.3 0.5
-0.2 -0.5 -0.1
-0.1 0.2 0.1
0.6 0.1 -0.5



Record 3
ORCA calculation (ωB97M-V/def2-TZVPD) on one molecule with the formula C8F6N2.

Element x y z (Å)
F 0.421211 2.662463 -1.665798
F -0.258378 -2.435220 1.511586
F -2.508476 -1.218936 0.832537
F 2.601327 1.407530 -1.077834
F 2.425972 -2.707510 1.028307
F -3.583270 1.084094 0.002489
N 2.460180 -0.635928 0.025380
N -1.528300 1.873173 -0.761024
C 0.451119 0.617328 -0.386887
C -1.704894 -0.254234 0.308492
C 1.868790 0.469839 -0.454112
C -2.258165 0.937582 -0.112175
C 1.753250 -1.598962 0.617867
C -0.288735 -0.397071 0.255885
C -0.220067 1.702183 -0.896302
C 0.368438 -1.506332 0.771589

Atomic forces in eV per Å
-1.0 -1.7 1.5
0.0 0.3 -0.5
0.9 0.8 -0.4
-0.4 -1.2 0.9
-0.8 1.5 -0.4
1.0 0.4 -0.2
-0.2 1.9 -0.9
0.9 -0.3 0.2
2.1 -0.3 0.1
-0.5 0.2 0.6
0.4 -2.5 0.7
0.8 -0.6 -0.7
-0.6 0.2 -0.3
-1.5 -0.2 0.0
-2.9 2.5 -1.4
1.9 -1.1 0.9



Record 4
ORCA calculation (ωB97M-V/def2-TZVPD) on a 2-piece molecular cluster, C8H10 overall.

Element x y z (Å)
C 1.375337 -0.468175 1.412641
C -0.192131 1.364868 0.091678
C 0.149073 0.162300 -0.499041
C -1.380467 -1.500804 -2.429591
C 1.150351 0.793986 1.936859
C 0.326000 1.690524 1.297325
C 0.935480 -0.780574 0.141563
C -1.966112 -0.958938 -1.371666
H -1.377574 -1.201252 -0.497109
H -2.876323 -0.326381 -1.300383
H 1.346391 -1.658155 -0.393662
H -0.163877 0.065501 -1.511674
H -1.810349 -1.432425 -3.407392
H 1.925568 -1.203273 2.047653
H 0.246210 2.679936 1.779696
H 1.545459 1.152944 2.863180
H -0.724496 2.071123 -0.510869
H -0.496194 -1.967142 -2.548038

Atomic forces in eV per Å
1.0 -0.7 1.3
-0.1 -0.1 -1.1
1.2 0.8 -0.3
-4.2 1.6 -1.3
-0.5 -0.2 0.4
0.7 1.3 1.3
0.5 -0.1 -0.5
0.0 -1.3 0.2
-1.1 0.4 0.5
0.7 -0.8 -0.3
-0.7 0.4 0.5
0.6 0.0 -0.1
-0.6 0.4 -0.6
-0.2 0.7 -0.9
-0.4 -0.5 -0.6
0.4 -0.4 0.6
-0.5 0.3 -0.1
3.1 -1.7 0.8



Record 5
ORCA calculation (ωB97M-V/def2-TZVPD) on one molecule with the formula C8H10.

Element x y z (Å)
C -0.705045 -0.801638 1.416113
C 0.930588 0.504994 -2.408469
C -0.880153 -0.465217 -1.036474
C -0.685842 0.389140 2.387970
C -0.391260 -0.079511 -2.293440
C 1.733207 0.561734 -1.231893
C 1.189544 0.179997 0.017795
C -0.148042 -0.296394 0.090066
H 0.058136 -1.525125 1.952613
H 1.819666 0.260608 0.860664
H 1.192519 0.703566 -3.435562
H -1.788025 -1.055936 -1.122875
H -0.987974 -0.177586 -3.240370
H -1.329980 1.286057 2.166700
H 0.246203 0.811506 2.767255
H -1.211180 -0.011366 3.243102
H -1.810645 -1.126840 1.248741
H 2.768284 0.842011 -1.381937

Atomic forces in eV per Å
0.9 0.8 0.2
-2.4 -1.7 1.4
-0.4 -0.3 -2.9
-2.0 0.8 1.1
1.8 1.4 -0.5
-1.3 -0.3 -0.9
-0.9 0.4 -2.5
1.6 -1.0 1.5
-2.0 0.6 -1.5
0.4 -0.1 1.0
0.8 0.4 0.2
-0.2 0.3 0.8
0.5 -0.1 1.2
0.6 -0.9 -0.6
0.3 -0.5 -0.5
0.1 0.0 0.9
2.2 0.0 0.6
0.0 0.2 0.5



Record 6
ORCA calculation (ωB97M-V/def2-TZVPD) on a 2-piece molecular cluster, C8H10 overall.

Element x y z (Å)
C -0.380441 -1.704333 -0.408979
C 0.380680 -1.495713 0.928633
C 0.145360 -0.299746 1.558449
C -1.359282 -0.815319 -0.663196
C 1.854366 1.134949 -0.722408
C -1.612513 0.278649 0.160423
C 0.599792 1.143324 -1.211928
C -0.893916 0.582145 1.320687
H 0.005838 1.993027 -1.188599
H 1.124159 -2.065091 1.316010
H 0.137120 0.256266 -1.672695
H -1.747673 -0.719271 -1.671236
H -2.661908 0.685664 -0.003734
H 2.522398 0.254478 -0.676650
H 0.845467 -0.174366 2.341618
H -0.980754 1.443917 1.925107
H -0.130331 -2.536725 -1.189530
H 2.151639 2.038143 -0.141971

Atomic forces in eV per Å
2.9 -2.2 2.6
-4.2 1.8 -5.2
0.5 -1.3 0.7
0.2 0.6 -0.7
-1.0 0.6 0.6
-3.1 0.8 1.9
2.6 -2.0 -0.8
-0.1 -1.5 -2.3
-0.9 1.5 0.2
2.1 -2.0 0.5
0.9 1.0 0.0
-0.7 -0.6 0.1
1.7 0.4 0.0
-0.6 0.6 -0.2
0.3 0.7 1.1
-0.6 0.7 0.4
-0.4 1.6 1.9
0.2 -0.8 -0.6



no.,energy (Eh),F_max (eV/Å)
1,-4428.3244,7.18
2,-7910.0618,1.85
3,-1013.5551,4.05
4,-310.7388,4.65
5,-310.7967,3.27
6,-310.7206,6.88